1 | DFT (the ωB97M-V functional and the def2-TZVPD basis) results for a single C3H9N3O2 molecule.

Element x y z (Å)
H1 -2.424 1.412 0.901
H2 2.902 -0.885 -1.099
N1 -0.042 -0.877 0.917
N2 1.049 0.069 -0.791
N3 -1.137 0.793 -0.483
H3 -1.879 -0.480 1.175
H4 -1.413 0.613 -1.472
O1 -1.186 -1.160 1.499
C1 2.033 -0.914 -0.386
O2 -2.420 0.562 0.287
H5 2.427 -0.667 0.560
H6 1.159 2.204 -1.296
H7 2.899 1.293 -1.488
C2 1.775 1.350 -0.950
H8 2.220 1.463 0.126
C3 -0.131 -0.116 -0.110
H9 1.811 -1.981 -0.511

## Properties
**SMILES**: CN(C)/C(=N/O)NO
**Charge**: 0
**Multiplicity**: 1
**Highest occupied orbital energy**: -7.9 eV

Here are the natural (NBO) charges for atoms 1 to 4, given in e: 0.498 0.183 -0.180 -0.451


2 | DFT (the ωB97M-V functional and the def2-TZVPD basis) results for a single C3H9N3O2 molecule.

Element x y z (Å)
H1 -0.019 0.771 1.821
H2 1.251 1.469 0.491
H3 0.292 0.046 -1.990
H4 -1.468 -0.188 -1.864
H5 -0.818 -1.417 1.586
C1 -0.621 0.283 -1.483
N1 -0.152 1.003 0.834
O1 2.112 1.272 -0.043
H6 -1.284 -2.247 0.026
N2 0.963 -0.825 -0.039
C2 -0.330 -0.159 -0.048
H7 -2.164 -0.856 0.766
C3 -1.215 -1.295 0.671
H8 -0.786 1.381 -1.480
H9 -1.000 1.524 0.753
N3 2.074 -0.133 -0.001
O2 3.164 -0.628 0.000

## Properties
**SMILES**: CC(C)(N)/N=[N+](/[O-])O
**Charge**: 0
**Multiplicity**: 1
**Highest occupied orbital energy**: -9.4 eV

Here are the natural (NBO) charges for atoms 1 to 4, given in e: 0.385 0.478 0.243 0.220


3 | DFT (the ωB97M-V functional and the def2-TZVPD basis) results for 2 unconnected molecules or ions with the total composition C3H9N3O2.

Element x y z (Å)
H1 -0.046 -1.352 -0.866
H2 0.997 0.966 0.896
N1 1.634 0.417 -1.040
H3 -2.949 0.792 -0.111
N2 -0.601 -0.298 0.943
H4 2.541 1.680 0.356
O1 1.369 1.622 -1.720
O2 0.044 -1.410 1.534
H5 1.348 1.352 -2.647
N3 -3.118 -0.203 0.029
C1 -2.049 -0.884 0.178
C2 -0.543 -0.487 -0.451
H6 -0.230 -1.356 2.460
H7 2.418 -0.074 0.776
H8 -2.084 -1.945 0.405
H9 -0.657 0.404 -1.042
C3 1.927 0.776 0.299

## Properties
**Charge**: 0
**Multiplicity**: 1
**Highest occupied orbital energy (spin up / spin down)**: -7.6 / -8.9 eV

Here are the natural (NBO) charges for atoms 1 to 4, given in e: 0.242 0.234 -0.050 0.334


Stability verdict: 2, ahead by 25.3 kcal/mol


1 | DFT (the ωB97M-V functional and the def2-TZVPD basis) results for a single C3H9N3O2 molecule.

Element x y z (Å)
C1 -1.861 1.245 0.907
H1 0.931 0.830 -1.155
O1 -1.501 1.296 -1.449
H2 1.097 -1.427 -1.419
H3 0.911 1.659 0.410
N1 0.377 -2.112 -1.184
H4 2.127 -1.832 0.266
N2 2.083 -0.825 0.469
O2 -0.208 -1.444 -0.040
N3 0.688 -0.451 0.537
H5 2.499 -0.749 1.401
H6 -1.562 0.516 1.663
H7 -1.768 2.256 1.307
H8 -2.905 1.046 0.645
C2 -1.014 1.115 -0.332
C3 0.470 0.832 -0.159
H9 -0.365 -1.954 -1.866

## Properties
**SMILES**: CC(=O)CN(N)ON
**Charge**: 0
**Multiplicity**: 1
**Highest occupied orbital energy**: -9.0 eV

Here are the natural (NBO) charges for atoms 1 to 4, given in e: -0.729 0.199 -0.538 0.336


2 | DFT (the ωB97M-V functional and the def2-TZVPD basis) results for 2 unconnected molecules or ions with the total composition C3H9N3O2.

Element x y z (Å)
H1 1.121 3.063 -0.666
O1 -0.960 0.553 2.063
C1 0.640 2.143 -0.794
N1 0.080 -2.222 -0.174
H2 1.460 2.130 -2.515
H3 0.669 -3.048 -0.012
H4 1.592 -2.329 1.962
H5 0.753 0.679 -2.347
H6 -0.818 -2.226 -0.634
C2 0.157 -1.384 0.991
H7 0.325 1.388 -0.068
N2 0.951 -1.564 1.991
H8 -2.119 0.713 0.179
N3 0.829 1.630 -2.081
H9 -0.355 0.105 2.710
C3 -0.900 -0.365 1.068
O2 -1.860 -0.214 0.108

## Properties
**Charge**: 0
**Multiplicity**: 1
**Highest occupied orbital energy (spin up / spin down)**: -6.4 / -7.0 eV

Here are the natural (NBO) charges for atoms 1 to 4, given in e: 0.171 -0.673 -0.294 -0.855


3 | DFT (the ωB97M-V functional and the def2-TZVPD basis) results for 2 unconnected molecules or ions with the total composition C3H9N3O2.

Element x y z (Å)
C1 1.800 -0.812 -1.086
H1 -3.522 -0.254 1.842
H2 -0.805 0.011 -0.560
O1 -1.553 -0.203 0.066
H3 -2.354 0.505 3.029
H4 -3.405 1.541 2.018
N1 0.731 -0.063 -1.746
H5 0.586 -0.484 -2.668
N2 2.102 -2.038 -1.439
H6 2.853 -2.433 -0.854
H7 1.034 0.903 -1.811
H8 3.453 -0.260 -0.094
C2 -2.866 0.598 2.045
C3 -1.714 0.750 1.022
O2 -0.971 1.722 1.128
N3 2.430 -0.144 -0.035
H9 2.186 0.816 0.199

## Properties
**SMILES**: CC(=O)O.N=C(N)N
**Charge**: 0
**Multiplicity**: 1
**Highest occupied orbital energy**: -9.6 eV

Here are the natural (NBO) charges for atoms 1 to 4, given in e: 0.573 0.227 0.519 -0.709


Stability verdict: 3, ahead by 98.8 kcal/mol


1 | DFT (the ωB97M-V functional and the def2-TZVPD basis) results for a single C6H15N3O2S molecule.

Element x y z (Å)
H1 0.770 1.073 -1.463
H2 -1.693 -0.334 2.452
H3 2.114 -2.051 1.590
C1 0.448 0.520 -2.294
S1 -0.427 -1.010 0.919
H4 1.904 1.610 1.301
H5 1.299 -1.145 -1.199
C2 -1.787 0.858 -1.667
H6 0.127 -1.701 -2.419
O1 -0.830 0.930 -2.724
N1 1.121 -0.239 0.959
H7 2.223 -0.699 2.836
C3 0.420 -0.899 -1.686
N2 -0.679 -1.030 -0.703
H8 0.292 1.621 0.626
H9 0.437 1.219 2.312
O2 -0.234 -2.376 1.364
H10 3.210 -0.756 1.419
H11 -2.492 -0.669 -0.300
C4 2.111 -0.939 1.745
H12 -2.488 -1.447 -1.873
N3 -1.466 -0.091 1.491
H13 -1.442 1.366 -0.655
C5 0.872 1.168 1.365
H14 -2.760 1.207 -2.093
C6 -1.939 -0.623 -1.178
H15 1.112 0.573 -3.161

## Properties
**SMILES**: CN(C)[S@](=N)(=O)N1CCOCC1
**Charge**: 0
**Multiplicity**: 1
**Highest occupied orbital energy**: -8.8 eV

Here are the natural (NBO) charges for atoms 1 to 4, given in e: 0.163 0.398 0.249 -0.080


2 | DFT (the ωB97M-V functional and the def2-TZVPD basis) results for 2 unconnected molecules or ions with the total composition C6H15N3O2S.

Element x y z (Å)
S1 1.047 0.339 0.328
H1 -2.087 0.872 -1.480
O1 -3.314 -0.720 -1.369
C1 -3.314 1.044 0.351
C2 -2.307 -1.029 0.801
C3 -2.277 -1.413 -0.631
N1 1.895 1.933 0.144
H2 -4.388 1.108 0.367
H3 -1.308 -1.175 -1.161
H4 -2.637 -2.489 -0.733
H5 -1.839 -1.627 1.581
H6 3.167 0.645 1.925
O2 0.595 0.419 1.706
H7 2.327 1.851 -0.755
H8 4.463 -0.144 0.894
C4 3.506 -0.329 1.379
H9 2.113 -1.287 -1.667
N2 2.487 -0.516 0.335
H10 3.549 -1.071 2.123
C5 2.920 -0.996 -0.981
H11 3.573 -1.908 -0.933
H12 -3.856 1.169 -1.928
C6 -3.106 0.706 -1.132
H13 1.192 2.563 0.415
H14 3.316 -0.088 -1.397
H15 -2.927 2.087 0.548
N3 -2.790 0.053 1.270

## Properties
**Charge**: 0
**Multiplicity**: 1
**Highest occupied orbital energy**: -9.0 eV

Here are the natural (NBO) charges for atoms 1 to 4, given in e: 1.546 0.155 -0.537 -0.294


Stability verdict: 2, ahead by 4.1 kcal/mol